37
Properties=species:S:1:pos:R:3:mulliken_charge:R:1 method="wB97M-V/def2-TZVPD" relative_energy_kj_mol=218.9 homo_lumo_gap_ev=9.43 charge=0 homo_ev=-8.506 smiles="C=CC[C@@H](N[C@H](C)c1ccccc1)c1ccco1"
H -0.6876 5.2515 2.2618 0.2873
H -1.4401 2.4542 -0.6455 0.2513
C 0.3123 -1.1436 0.4442 -0.0611
H -2.8757 -5.4776 0.3023 0.3788
H 1.8457 2.0520 -3.7312 0.4930
H 3.8559 2.8712 -2.0848 0.4553
H -1.0225 -2.1988 -1.6930 0.2746
C -0.8262 -3.1000 1.5509 -0.3876
C 1.9117 2.0756 -2.6616 -0.6720
O 0.8456 1.6348 -1.9708 -0.2993
C -0.5833 3.6911 0.8601 -0.0381
H 0.1946 4.1584 0.2695 0.2999
H -0.7764 -0.0328 -0.8833 0.4047
C -2.0105 -3.8721 -0.8203 -0.7091
C 2.8974 2.4760 -1.8171 -0.3832
H -1.8226 3.8440 2.5439 0.2661
H 2.2785 -0.5834 -0.2985 0.3948
H 2.9005 2.4621 0.4156 0.5035
C 1.1431 1.7462 -0.6572 0.2212
H -0.3663 -2.8008 2.4820 0.3342
H -1.8354 1.9666 1.0114 0.4104
C -1.0498 4.2901 1.9395 -0.8882
H 0.6408 -0.9890 1.4796 0.3874
N -0.4741 0.0229 0.0834 -0.1919
C -1.0462 2.3588 0.3699 -0.7988
H -1.8145 -4.7844 2.4209 0.3758
C -0.5899 -2.3572 0.4024 0.5818
C 2.3977 2.2614 -0.5085 -0.5382
C -1.6422 -4.2173 1.5176 -0.6121
C 0.1047 1.3263 0.3434 -0.1737
C -2.2376 -4.6065 0.3308 -0.3902
C -1.1920 -2.7578 -0.7842 -0.2946
H -2.4719 -4.1697 -1.7510 0.3628
H 1.2809 -1.4387 -1.4798 0.2417
H 2.0254 -2.3264 -0.1476 0.4373
H 0.5737 1.2991 1.3338 0.3894
C 1.5563 -1.3861 -0.4285 -1.3131

41
Properties=species:S:1:pos:R:3:mulliken_charge:R:1 method="wB97M-V/def2-TZVPD" relative_energy_kj_mol=31.2 homo_lumo_gap_ev=6.28 charge=+1 homo_ev=-10.538
C -0.7772 2.3457 -0.9458 0.3228
H 0.1354 4.1475 -1.6803 0.3241
H 2.1350 3.0835 -2.2968 0.4456
S 2.7531 -1.1475 0.4022 -0.4869
H 1.5108 0.2286 -3.4348 0.3938
H -3.3341 -1.3560 1.7076 0.4126
C 4.0850 -3.0695 1.7609 -0.7199
C 1.8223 -4.1791 2.9018 -0.7141
C 1.7052 -3.0795 2.0499 0.8601
H -0.2061 -0.1001 -3.1724 0.2479
C 0.5677 0.6596 -3.1016 -0.9295
C 2.2791 2.4440 -1.4288 -1.2085
C -0.7553 3.7002 -1.2581 -0.3962
H -2.0080 -0.9820 -2.2641 0.2470
C 3.0637 -4.7178 3.1749 -0.6192
C -1.9145 1.7879 -0.3717 0.3222
H -3.8732 4.5497 -0.2529 0.4061
H -3.1536 0.3082 2.2819 0.4067
H 0.9275 -4.6011 3.3434 0.3879
H -4.2933 -0.0680 0.9490 0.4463
C -3.0039 3.9366 -0.4480 -0.7215
C -3.3365 -0.3096 1.4064 -1.2093
H 5.1779 -4.5764 2.8114 0.3755
C -3.0212 2.5890 -0.1146 -0.3957
H 2.4033 3.0337 -0.5241 0.4063
H 4.9622 -2.6221 1.3089 0.3874
C 2.8283 -2.5286 1.4836 0.8620
H 0.3099 1.5108 -3.7296 0.4044
H -3.6144 -0.4122 -1.7481 0.4038
H 3.1680 1.8321 -1.5747 0.4130
As 0.7824 1.2451 -1.2695 0.4814
C 4.2031 -4.1591 2.6003 -0.6188
H -1.8472 5.5434 -1.2753 0.4065
C -1.8702 4.4927 -1.0201 -0.7214
Au 0.4803 -0.6639 0.3048 0.2189
H -2.9796 -1.9725 -1.1688 0.3936
H -3.9003 2.1684 0.3565 0.3237
C -2.7190 -0.9512 -1.4429 -0.9277
S 0.0948 -2.4511 1.7423 -0.4864
As -1.9376 -0.0889 0.1035 0.4810
H 3.1503 -5.5707 3.8337 0.3743

44
Properties=species:S:1:pos:R:3:mulliken_charge:R:1 method="wB97M-V/def2-TZVPD" multiplicity=3 homo_lumo_gap_ev="4.77 / 4.18" charge=-2 homo_ev="0.352 / 0.936"
H 0.7228 -2.7757 -4.3024 0.3339
H 3.1997 0.6917 -1.7522 0.3086
C 0.5985 1.1474 -2.1914 1.3522
O 0.6102 1.5604 1.2568 -0.4603
C 0.2360 -1.0746 6.0774 -0.3121
H 1.3595 2.9531 -2.9011 0.3345
Cl 1.7045 -1.8318 0.0780 -0.6617
C -0.7744 0.7698 4.2215 0.6822
H -0.1558 -3.0450 -2.7942 0.1516
H 1.5852 -2.7684 -2.7674 0.3220
H -2.7882 1.5131 -1.9421 0.3514
H -3.0710 -0.3863 -2.9272 0.3747
H -0.9577 2.1363 5.9419 0.3506
O -1.1821 1.4208 3.1083 -0.5323
C -0.7881 0.9066 -2.4247 0.0141
H -1.5602 2.7811 -1.6637 0.3661
H 3.2654 -0.1688 -3.3022 0.2598
H 0.5260 -1.8615 6.7707 0.3184
C 0.3949 -1.3758 4.7452 -0.8094
Cl -1.7542 -0.0275 0.8087 -0.2976
C 2.7950 -0.1629 -2.3148 -1.5407
C 0.6555 -2.4716 -3.2559 -1.4205
H 2.1546 2.4607 -1.4163 0.3852
C -0.9329 -0.4176 -3.0041 0.9920
C -0.0134 -0.3785 3.8684 0.3373
H 0.7903 -2.2991 4.3033 0.3977
Cl -1.9254 -2.8722 -0.9648 -0.6391
B -0.4067 0.8154 1.9706 1.1257
H -2.4417 -1.4316 -4.2060 0.3089
H 3.0899 -1.0781 -1.7974 0.3049
H -2.0489 2.3553 -3.2827 0.2934
C -0.7229 1.1413 5.5615 -0.8893
C -0.2489 0.1856 6.4858 -0.4315
C 0.3905 -1.0274 -3.0545 0.8188
Mo -0.2090 -0.8447 -0.9696 0.2293
H 0.4938 3.1490 -1.3825 0.3458
O 0.2860 -0.3438 2.5655 -0.7562
H -0.2588 0.3545 7.5745 0.2913
C -1.8493 1.9339 -2.2949 -2.0476
C 1.3194 -0.0739 -2.4431 0.2440
C 1.1821 2.4887 -1.9223 -2.2278
H 1.3491 0.9535 1.6227 0.3122
H -2.3656 -1.9460 -2.4861 -0.0509
C -2.2537 -1.0552 -3.1972 -0.8295

80
Properties=species:S:1:pos:R:3:mulliken_charge:R:1 method="wB97M-V/def2-TZVPD" homo_lumo_gap_ev=3.63 charge=-1 homo_ev=-2.199
Cl -3.1481 -5.9534 2.2208 -0.1169
H 3.7720 9.8908 -3.7124 0.2856
C -0.0062 -3.0571 -8.0062 -0.0327
C -0.5776 -5.0518 -2.0298 0.6875
Cl 1.1913 -10.0783 -3.7459 -0.1262
H -4.7688 -1.2939 7.5934 0.2801
Cl 1.7252 1.8066 4.2048 -0.1294
Cl -5.0682 -5.0818 4.2299 -0.1420
C 1.2012 -3.7871 6.7877 0.5157
H 1.5129 3.4288 -0.9588 -0.1588
H 2.4216 2.6197 -2.4735 -0.1909
C -2.3331 5.5461 -1.1567 -0.0473
C -6.3324 2.1792 5.0715 0.7175
Cl 0.1468 -6.5358 -2.6719 -0.1068
O 2.3685 0.3995 -0.4871 -0.5986
Cl -4.2097 -1.8871 1.2141 -0.1188
H -0.1033 -4.1973 -2.5193 -0.3561
C -3.5093 -4.7400 3.4604 0.5902
H 1.6866 -0.3536 3.2634 0.2890
Cl 1.0775 -2.0842 -9.0155 -0.1354
Cl -5.5338 3.6680 5.6052 -0.1178
Cl -0.2930 -4.9248 -0.2856 -0.0986
Cl -2.7697 4.9948 -2.7829 -0.1113
Cl 3.4635 5.1615 -3.7601 0.0512
Cl 3.4933 -9.9762 -1.9644 -0.1234
Cl -3.5092 -1.7567 9.5308 -0.1317
Cl -2.3135 -5.0041 -2.3820 -0.1410
H -3.5710 -3.7617 2.9770 -0.2665
Cl 1.9004 -3.0724 -4.2027 -0.0943
Cl 0.1420 -0.4917 5.0381 -0.0723
C 1.5330 -1.4238 -3.6674 -0.0587
Cl 0.7514 -4.6044 -7.5921 -0.1214
H -5.5723 1.5078 4.6637 -0.3263
Cl -0.4525 -2.1705 -6.5385 -0.0068
Cl -3.0555 0.6906 0.5023 -0.0270
H 3.8781 3.3976 1.0583 0.1389
Cl 2.4936 -3.7310 7.9985 -0.1406
Cl 1.0194 -11.2316 -1.0769 -0.1301
Cl -0.2522 0.6671 2.3951 -0.0093
Cl -1.2000 1.7458 -3.1722 0.0232
H 5.6737 5.9682 -3.8974 0.4597
C -3.9079 -0.8253 8.0772 -0.0466
Cl 0.3833 4.0441 -4.0055 -0.0378
Cl -2.2169 -4.6839 4.6712 -0.0364
H 2.0894 -1.2286 -2.7471 0.3247
Cl 1.5624 -5.0006 5.5481 -0.1172
H 1.1394 -2.8088 6.3043 -0.1536
H -5.1775 0.2511 1.4288 0.3011
Cl -3.7225 0.1101 3.2774 -0.0966
Cl -7.1170 1.3697 6.4385 -0.1308
H 0.3447 1.8839 -4.9470 -0.1084
H -0.9166 -3.2610 -8.5756 0.3158
Cl -4.3445 0.8379 8.5044 -0.1136
Cl -1.2417 4.3870 -0.3789 -0.0420
C 3.9212 2.2145 0.9444 -0.5855
C -4.1747 -0.1548 1.5849 -0.0850
H 1.3640 0.5339 -0.5463 0.2321
C 1.7245 -9.9386 -2.0621 0.2942
H 3.5610 1.6923 1.9283 -0.0228
Cl 5.4840 5.2408 -1.6638 -0.1014
B 2.9127 1.7749 -0.3209 0.3379
Cl -3.7857 5.7903 -0.1718 -0.1484
Cl -0.1963 -1.2530 -3.3212 -0.0770
Cl -2.5511 -0.8393 6.9378 0.0240
C -0.4154 2.5553 -4.5392 0.2539
Cl 4.8868 8.0580 -2.7364 -0.0630
Cl -7.5111 2.5286 3.7955 -0.1403
Cl 2.0424 -0.2452 -4.8884 -0.1305
Cl -0.3577 -4.1290 7.5573 -0.1223
C 2.5256 3.0014 -1.3676 -0.1734
Cl 5.9238 3.6297 -4.0501 -0.1553
Cl 5.9334 10.7222 -3.2750 -0.1377
C 5.1994 5.1137 -3.4080 -0.2964
H 1.3783 -8.9790 -1.6697 0.0765
C 0.9265 0.3177 3.6711 -0.1062
H 5.0163 1.9582 0.6191 0.2278
C 4.7813 9.4785 -3.7901 0.0284
H -1.8125 6.5031 -1.2457 0.3004
Cl 5.0702 9.0238 -5.4781 -0.1337
Cl -1.5941 2.9047 -5.8152 -0.1568

50
Properties=species:S:1:pos:R:3:mulliken_charge:R:1 method="wB97M-V/def2-TZVPD" multiplicity=2 relative_energy_kj_mol=131.7 homo_lumo_gap_ev="4.76 / 4.75" charge=+1 homo_ev="-11.023 / -10.901"
H 0.2984 1.5869 5.5168 0.2892
H 0.8026 -1.9357 -4.3233 0.2534
C 1.6481 -1.3036 -4.0543 -1.5331
N -1.5205 -0.9995 -0.3460 -0.3701
C 2.6593 -1.3136 -0.5541 0.4183
Se -5.0787 0.7724 -2.7408 0.0871
N 0.3589 1.3015 0.4063 1.1660
H -0.4185 -0.0050 5.7329 0.2915
H 1.5160 -0.3313 -4.5275 0.2543
N -0.2865 1.6768 -0.7212 -0.3882
C 0.8587 2.3807 1.0149 0.1251
B 0.6226 -0.1885 0.7323 0.0664
H -4.2810 -2.8926 -0.6500 0.3960
H 0.7780 4.5208 0.4792 0.4356
H 1.2091 0.3166 6.3391 0.3718
N 1.4532 -0.7410 -0.4700 0.7346
C -0.7337 3.7964 -1.9629 -1.0666
C -2.4579 -1.9409 -0.1384 0.5609
N 1.2400 -0.2772 2.1065 0.6039
H -0.7232 4.8561 -1.7182 0.3965
Se -4.2133 2.7188 -3.0103 0.0864
H 3.1216 -0.7444 4.7180 0.4674
Rh -1.0378 0.1997 -1.9582 0.4407
N 0.4326 0.2167 3.0920 -1.0320
Se -0.9853 1.1191 -4.1825 -0.0409
C 1.8053 -1.1855 -2.5783 0.6736
C 2.9249 -1.6105 -1.8664 -1.5021
H 3.2687 -1.4836 0.3108 0.2969
C -3.5207 -2.2759 -1.1239 -1.0534
C 0.5145 0.5188 5.5264 -1.2929
H 1.3913 2.2924 1.9460 0.4697
Se -1.8859 -0.9149 -3.9156 -0.0456
H -3.1112 -2.8435 -1.9623 0.2208
C -2.2344 -2.5329 1.1013 -1.4660
C -0.1812 3.0125 -0.8257 0.5624
H -0.6003 -2.0439 2.5471 0.4790
N -0.6991 -0.9949 0.7288 1.1423
H -1.7559 3.5037 -2.1891 -0.1226
H 2.5466 -1.7566 -4.4668 0.3693
H -0.1287 3.6606 -2.8622 0.2241
N 0.9134 -0.6593 -1.7195 -0.0793
C 2.3617 -0.5102 3.9920 -1.0000
C 0.5343 3.4945 0.2671 -1.4783
C -1.1127 -1.9092 1.6103 0.1247
H 3.8078 -2.0730 -2.2720 0.4439
H 3.2044 -1.1464 2.0614 0.2817
H -2.8179 -3.3109 1.5615 0.4347
H -3.9962 -1.3805 -1.5158 -0.1275
C 1.0984 0.0792 4.2224 0.5599
C 2.4100 -0.7191 2.6422 -0.1296